An isolated ion of composition C25H35O3Si and charge +1, computed with ωB97M-V/def2-TZVPD.

Each line ends with the Mulliken charge.
CARTESIAN COORDINATES (ANGSTROEM)
C (5.32, 0.39, 2.75)  -1.87
C (3.92, 0.75, 2.25)  1.87
C (2.87, -0.06, 3.06)  -1.58
C (3.66, 2.24, 2.51)  -1.61
Si (3.67, 0.33, 0.39)  0.46
C (4.96, 1.34, -0.54)  -1.35
C (4.00, -1.48, 0.21)  -1.23
O (2.04, 0.39, -0.18)  -0.37
C (1.20, 1.36, -0.63)  1.31
C (1.70, 2.76, -0.52)  -1.37
C (-0.14, 1.00, -1.07)  -1.77
H (6.09, 0.95, 2.23)  0.39
H (5.41, 0.62, 3.81)  0.47
H (5.54, -0.68, 2.63)  0.37
H (1.83, 0.18, 2.74)  0.28
H (3.03, -1.15, 2.98)  0.34
H (2.94, 0.22, 4.13)  0.44
H (2.62, 2.54, 2.28)  0.25
H (3.82, 2.45, 3.58)  0.49
H (4.35, 2.88, 1.96)  0.32
H (5.94, 0.91, -0.27)  0.34
H (4.83, 1.21, -1.63)  0.40
H (4.99, 2.41, -0.30)  0.44
H (4.97, -1.74, 0.65)  0.39
H (3.20, -2.08, 0.68)  0.26
H (4.03, -1.72, -0.86)  0.39
H (1.11, 3.34, -1.24)  0.54
H (1.50, 3.22, 0.47)  0.24
H (2.80, 2.83, -0.72)  0.30
H (-0.70, 1.93, -1.14)  0.48
H (-0.10, 0.33, -2.01)  0.43
C (-1.27, -6.18, -2.06)  -0.84
O (-0.30, -5.21, -1.59)  -0.44
C (-0.66, -3.98, -1.24)  0.68
C (0.39, -3.06, -0.90)  -0.83
C (0.07, -1.77, -0.53)  0.73
C (-1.24, -1.27, -0.61)  -0.76
C (-1.45, 0.23, -0.42)  0.99
C (-2.90, 0.64, -0.88)  0.03
C (-3.41, 1.76, -0.23)  -0.26
C (-4.74, 2.13, -0.36)  0.58
C (-5.64, 1.33, -1.10)  0.04
O (-6.95, 1.65, -0.93)  -0.50
C (-7.00, 2.82, -0.07)  -0.32
C (-5.56, 3.21, 0.29)  -0.75
C (-5.16, 0.23, -1.85)  -0.97
C (-3.79, 0.00, -1.79)  -0.50
C (-2.26, -2.24, -0.76)  -0.77
C (-2.01, -3.56, -1.10)  -0.72
H (-0.65, -6.98, -2.50)  0.25
H (-1.85, -6.56, -1.21)  0.33
H (-1.93, -5.74, -2.82)  0.36
H (1.43, -3.45, -0.86)  0.38
H (0.90, -1.09, -0.31)  0.30
H (-1.25, 0.67, 0.68)  0.50
H (-2.75, 2.46, 0.33)  0.34
H (-7.53, 3.61, -0.62)  0.27
H (-7.60, 2.53, 0.80)  0.28
H (-5.45, 3.32, 1.36)  0.31
H (-5.33, 4.21, -0.07)  0.28
H (-5.92, -0.43, -2.36)  0.37
H (-3.43, -0.74, -2.56)  0.56
H (-3.31, -1.93, -0.68)  0.61
H (-2.87, -4.27, -1.21)  0.38

Values from the calculation:
HOMO in eV: -10.5
Total charge: +1
Lowest unoccupied orbital energy in eV: -4.88
HOMO-LUMO gap in Eh: 0.2077
M in g mol⁻¹: 411.6

***

C25H36Br34NO2 as an isolated structure, computed with ωB97M-V/def2-TZVPD.

Each line ends with the Mulliken charge.
CARTESIAN COORDINATES (ANGSTROEM)
C (8.48, 0.48, 1.34)  -0.59
C (7.93, 0.70, -0.08)  0.68
O (8.11, -0.08, -0.95)  -0.43
O (7.27, 1.90, -0.28)  -0.37
C (5.87, 1.60, -0.48)  -0.44
C (5.36, 2.52, -1.64)  0.01
C (4.77, 3.82, -0.99)  -1.19
C (3.21, 3.89, -1.05)  -1.01
C (2.53, 2.48, -0.60)  -0.49
C (1.55, 2.65, 0.69)  -0.90
C (1.45, 1.21, 1.34)  -0.30
C (1.18, 0.11, 0.28)  -0.47
C (0.74, -1.28, 0.87)  0.34
C (0.32, -1.30, 2.33)  -0.91
N (1.26, -1.74, 3.09)  0.06
C (2.45, -2.16, 2.33)  -0.24
Br (4.11, -1.16, 2.57)  -0.05
C (1.90, -2.36, 0.90)  -0.97
H (8.42, -0.58, 1.61)  -0.19
H (9.51, 0.87, 1.33)  0.33
H (7.92, 1.11, 2.05)  0.34
H (5.29, 1.79, 0.44)  0.24
H (5.67, 0.55, -0.77)  0.42
H (6.18, 2.72, -2.34)  -0.47
H (4.57, 1.93, -2.14)  0.58
H (5.19, 4.68, -1.54)  0.34
H (5.07, 3.93, 0.06)  0.38
H (2.83, 4.73, -0.46)  0.64
H (2.94, 4.10, -2.09)  0.52
H (3.26, 1.72, -0.32)  0.02
H (1.95, 2.06, -1.43)  0.47
H (0.54, 2.94, 0.46)  0.59
H (2.03, 3.30, 1.44)  0.23
H (0.67, 1.28, 2.13)  0.57
H (2.41, 1.03, 1.86)  -0.04
H (0.39, 0.42, -0.42)  0.44
H (2.09, -0.09, -0.31)  0.15
H (0.05, -1.73, 0.14)  0.49
H (-0.68, -0.93, 2.57)  0.61
H (1.10, -1.77, 4.09)  0.27
H (2.68, -3.16, 2.73)  0.43
H (2.63, -2.32, 0.08)  0.43
H (1.44, -3.36, 0.85)  0.36
C (-2.56, -3.21, 4.07)  -0.28
Br (-2.01, -3.84, 2.32)  0.03
Br (-3.88, -1.82, 3.93)  0.08
Br (-3.15, -4.66, 5.20)  0.01
H (-1.69, -2.77, 4.54)  0.22
C (-6.91, 0.67, 1.54)  -0.36
Br (-8.07, -0.36, 2.68)  0.05
Br (-5.76, 1.84, 2.55)  -0.06
Br (-5.90, -0.46, 0.33)  -0.01
H (-7.54, 1.30, 0.92)  0.40
C (-0.63, 4.99, -2.19)  -0.54
Br (-0.02, 6.01, -3.72)  -0.06
Br (-2.16, 3.89, -2.63)  -0.07
Br (0.81, 3.95, -1.40)  0.26
H (-0.96, 5.71, -1.45)  0.41
C (8.09, 0.08, -4.30)  0.35
Br (7.56, 1.94, -4.23)  -0.03
Br (6.77, -1.01, -5.19)  -0.02
Br (9.84, -0.13, -5.08)  -0.02
H (8.16, -0.27, -3.27)  -0.23
C (9.57, -3.65, 2.44)  -0.37
Br (11.32, -3.65, 3.24)  -0.01
Br (8.26, -2.79, 3.58)  -0.06
Br (9.59, -2.90, 0.67)  0.10
H (9.26, -4.69, 2.34)  0.38
C (-8.01, -3.55, -1.49)  -0.25
Br (-6.54, -2.83, -2.52)  0.00
Br (-7.44, -4.15, 0.25)  -0.03
Br (-9.47, -2.29, -1.37)  0.00
H (-8.38, -4.42, -2.02)  0.28
C (-11.25, 2.27, 3.52)  -0.36
Br (-9.64, 3.22, 3.05)  0.00
Br (-11.99, 1.33, 2.00)  -0.01
Br (-10.97, 1.10, 5.03)  0.04
H (-11.98, 3.01, 3.82)  0.34
C (-10.15, -3.78, -5.00)  0.12
Br (-11.98, -3.81, -5.61)  -0.01
Br (-9.35, -5.54, -5.03)  -0.03
Br (-9.10, -2.50, -5.99)  0.05
H (-10.16, -3.45, -3.97)  -0.12
C (-10.39, 2.96, 8.77)  -0.34
Br (-12.23, 2.92, 8.16)  -0.01
Br (-9.58, 1.21, 8.75)  -0.02
Br (-9.35, 4.26, 7.80)  0.00
H (-10.41, 3.28, 9.81)  0.35
C (-9.58, 0.98, -8.03)  0.13
Br (-8.12, 2.16, -8.45)  -0.01
Br (-11.00, 1.90, -7.10)  0.00
Br (-10.23, 0.06, -9.59)  0.00
H (-9.20, 0.23, -7.35)  -0.14
C (11.27, -5.00, -2.76)  -0.35
Br (11.86, -5.58, -4.50)  -0.03
Br (9.99, -3.56, -2.87)  0.04
Br (10.60, -6.47, -1.70)  -0.03
H (12.14, -4.62, -2.24)  0.36

Values from the calculation:
HOMO in eV: -11.2
Total charge: +1
Lowest unoccupied orbital energy in eV: -4.50
HOMO-LUMO gap in Eh: 0.2473
M in g mol⁻¹: 3099.3

***

Question: Look up the HOMO of the first one.
Answer: -10.5 eV

***

Question: The highest HOMO belongs to which entry?
Answer: C25H35O3Si

***

Question: Which of these has the highest lowest unoccupied orbital energy?
Answer: C25H36Br34NO2